#a
Molecular formula: C11H14N2
Method: DFT, wB97M-V/def2-TZVPD

Results
HOMO = -8.29 eV
SMILES string = Cc1c[nH]cn1.Cc1ccccc1

Last column: Löwdin charge in e.
Element x y z (Å)
C: -0.33593 -2.68533 2.88959  -0.08
C: -1.09468 -1.79054 2.03872  -0.38
C: -1.86045 -2.20662 0.94666  -0.06
N: -2.08536 -1.05666 0.16820  0.05
C: -1.73330 -0.01662 0.97337  -0.23
N: -1.09578 -0.41729 2.02449  0.09
H: 0.71785 -2.86529 2.63526  0.07
H: -0.56171 -3.74791 3.06557  0.07
H: -0.38752 -2.28210 3.98409  0.11
H: -2.37878 -3.14531 0.80703  0.11
H: -2.67315 -1.06902 -0.64513  0.13
H: -2.05291 0.98490 0.69684  0.12
C: 1.65084 -0.71352 -0.78935  -0.07
C: 1.04418 0.60233 -1.08867  -0.28
C: 1.74628 1.72272 -0.63186  -0.09
C: 1.52365 3.05473 -0.87031  -0.08
C: 0.52951 3.39459 -1.81913  -0.07
C: -0.28589 2.30431 -2.24757  -0.11
C: -0.06626 1.01171 -1.87077  -0.09
H: 2.66567 -0.67601 -1.28849  0.10
H: 1.18829 -1.69128 -1.09594  0.09
H: 1.92041 -0.91103 0.28190  0.09
H: 2.64636 1.45519 -0.06963  0.11
H: 2.24535 3.78181 -0.53973  0.10
H: 0.64505 4.26429 -2.46195  0.10
H: -1.16053 2.46310 -2.86349  0.09
H: -0.75121 0.23485 -2.22969  0.10


#b
Molecular formula: C11H14N2
Method: DFT, wB97M-V/def2-TZVPD

Results
HOMO = -8.58 eV
SMILES string = Cc1c[nH]cn1.Cc1ccccc1

Last column: Löwdin charge in e.
Element x y z (Å)
C: -0.31964 -2.93637 2.91327  -0.05
C: -0.86957 -2.07424 1.83750  -0.37
C: -1.40330 -2.41815 0.63583  -0.08
N: -1.87442 -1.24187 0.09338  0.04
C: -1.60900 -0.25828 0.98225  -0.22
N: -1.01541 -0.71724 2.04912  0.10
H: 0.77090 -3.04352 2.84227  0.07
H: -0.66781 -3.97572 2.84555  0.07
H: -0.57240 -2.62154 3.91433  0.07
H: -1.44423 -3.28515 0.00587  0.11
H: -2.28146 -1.03702 -0.80667  0.15
H: -1.74452 0.78739 0.77807  0.12
C: 1.50854 -0.85693 -0.90088  -0.05
C: 1.29834 0.60996 -1.15062  -0.27
C: 1.96971 1.59621 -0.45978  -0.05
C: 1.55763 2.91938 -0.61075  -0.09
C: 0.52233 3.27020 -1.45039  -0.10
C: -0.10817 2.26987 -2.18953  -0.10
C: 0.31498 0.96254 -2.09152  -0.07
H: 2.03584 -1.42702 -1.67029  0.08
H: 0.56255 -1.36564 -0.76910  0.04
H: 2.06077 -1.06426 0.01307  0.08
H: 2.84932 1.41216 0.14336  0.11
H: 2.06405 3.68542 -0.04583  0.10
H: 0.17584 4.29363 -1.51745  0.10
H: -0.87364 2.49410 -2.91609  0.10
H: -0.10331 0.23140 -2.76492  0.11


So which one is most stable? That would be #b, about 147.5 kJ/mol below the next structure.


#a
Molecular formula: C4H7N5
Method: DFT, wB97M-V/def2-TZVPD

Results
HOMO (alpha / beta) = -7.70 / -7.70 eV

Last column: Löwdin charge in e.
Element x y z (Å)
C: 0.61701 0.52294 -0.03063  -0.29
C: -0.72653 -0.15914 -0.05048  -0.54
C: 1.53079 -0.45656 0.22115  -0.23
N: 0.79097 1.86767 -0.17637  0.14
N: -1.59366 -0.00325 1.10692  0.09
N: -1.47844 0.14478 -1.21183  0.11
N: 2.70357 -0.82359 -0.01404  0.14
C: -0.05232 -1.63068 0.15675  -0.23
N: -0.20679 -2.78673 0.19325  0.17
H: 1.69788 2.18127 -0.48768  0.10
H: -0.01727 2.45103 -0.33623  0.10
H: -2.41124 -0.24341 -1.16410  0.09
H: -1.01653 -0.11237 -2.07403  0.10
H: -1.19089 -0.43857 1.92753  0.09
H: -1.72758 0.98618 1.29156  0.08
H: 3.08104 -1.49958 0.64823  0.06


#b
Molecular formula: C4H7N5
Method: DFT, wB97M-V/def2-TZVPD

Results
HOMO = -8.63 eV
SMILES string = [H]/N=C1\NN/C(=N/[H])[C@@H]2CN12

Last column: Löwdin charge in e.
Element x y z (Å)
H: 1.21775 2.53817 -1.77799  0.03
N: 1.70593 1.94038 -1.14134  0.12
C: 1.05765 0.91209 -0.75776  -0.50
N: -0.31343 0.90923 -1.01582  0.00
N: -1.28709 0.46705 0.00446  -0.03
C: -1.09356 -0.91340 0.16054  -0.44
N: -1.89026 -1.85533 0.31819  0.19
H: -1.65634 -2.69276 0.59620  -0.02
C: 0.40668 -1.23616 0.20885  -0.26
C: 0.77825 -0.39812 1.35714  -0.01
N: 1.38913 -0.28129 -0.10102  0.01
H: -0.51644 2.04024 -1.17362  0.19
H: -2.37801 1.01142 -0.08923  0.25
H: 0.97938 -2.06101 -0.23098  0.16
H: -0.11669 0.28614 1.57493  0.13
H: 1.71704 -0.66664 2.06746  0.16


So which one is most stable? That would be #a, about 317.6 kJ/mol below the next structure.


#a
Molecular formula: C6H9O2S
Method: DFT, wB97M-V/def2-TZVPD

Results
HOMO = -4.30 eV
SMILES string = C=C(C(=O)[O-])[C@H](S)CC
Charge = -1

Last column: Löwdin charge in e.
Element x y z (Å)
C: -1.34399 -1.10662 1.52341  0.01
C: -0.97501 -0.15184 0.64944  -0.25
C: -1.82059 0.33609 -0.54161  -0.73
O: -2.60443 -0.46014 -1.06254  -0.04
O: -1.60524 1.50328 -0.97183  -0.13
C: 0.51302 0.51754 0.74549  -0.65
S: 0.25536 2.22402 1.27063  0.69
C: 1.32583 0.41086 -0.53101  -0.36
C: 1.36539 -0.91928 -1.17000  -0.15
H: -0.68498 -1.32928 2.47451  0.08
H: -2.36363 -1.38352 1.67551  0.04
H: 0.99874 -0.08122 1.60373  0.11
H: -0.23396 2.68476 0.04383  -0.09
H: 0.90984 1.13149 -1.29529  0.12
H: 2.28422 0.73812 -0.25120  0.07
H: 1.30970 -1.71610 -0.36770  0.08
H: 2.22984 -1.20346 -1.85816  0.07
H: 0.43988 -1.19471 -1.93720  0.13


#b
Molecular formula: C6H9O2S
Method: DFT, wB97M-V/def2-TZVPD

Results
HOMO (alpha / beta) = -3.71 / -3.79 eV
Charge = -1

Last column: Löwdin charge in e.
Element x y z (Å)
C: -1.58918 1.33415 -1.58723  -0.06
C: -1.37760 0.53882 -0.57575  0.00
C: -2.26125 -0.45804 0.14429  -0.80
C: 1.22948 0.65585 1.64675  -0.20
C: 1.12552 -1.81553 -0.43991  -0.40
C: 1.34219 0.85476 0.17189  -0.55
O: -1.91149 -1.63652 0.18529  -0.06
O: -3.28588 0.11221 0.54405  -0.04
S: 2.13261 -0.35034 -0.79742  0.75
H: -0.80214 1.94802 -1.99860  0.02
H: -2.55565 1.44484 -2.07664  0.05
H: 0.67669 1.48818 2.07970  0.07
H: 2.21187 0.60141 2.13749  0.06
H: 0.68963 -0.26302 1.87160  0.06
H: 1.34801 -2.55456 -1.20702  0.02
H: 0.06830 -1.53388 -0.45819  0.00
H: 1.38636 -2.21595 0.53730  0.03
H: 1.57252 1.84961 -0.17759  0.03


So which one is most stable? That would be #a, about 257.1 kJ/mol below the next structure.


#a
Molecular formula: C6H12N3O4
Method: DFT, wB97M-V/def2-TZVPD

Results
HOMO = -14.42 eV
Charge = +1

Last column: Löwdin charge in e.
Element x y z (Å)
C: 1.52142 0.66703 -0.21249  -0.29
C: 0.01836 1.19461 -0.09179  -0.45
C: -0.26587 2.12352 -1.30287  0.02
C: -0.28962 1.91965 1.13707  -0.02
C: 2.48373 -1.72187 -0.29680  -0.09
C: -3.39053 -1.06287 0.34667  0.05
N: 1.36616 -0.67646 -0.50534  0.11
N: -0.76048 -0.00896 -0.11353  0.20
N: 0.05420 -0.92748 -0.31311  -0.16
O: 2.55439 1.30079 -0.00626  0.15
O: -0.38357 -2.15040 -0.41969  0.10
O: 2.05965 -2.28738 0.92070  -0.03
O: -2.79508 -2.14126 0.41019  0.04
H: 0.47820 2.82336 -1.48333  0.07
H: -1.25998 2.72786 -1.11283  0.14
H: -0.43645 1.56702 -2.20433  0.08
H: 0.07716 2.92162 1.13893  0.10
H: 0.13675 1.43661 2.01999  0.11
H: -1.31753 1.99006 1.41603  0.09
H: 3.48888 -1.11046 -0.06413  0.19
H: 2.52406 -2.38816 -1.16489  0.14
H: -4.42981 -1.01924 0.35100  0.09
H: -2.72918 -0.15635 0.31600  0.09
H: 2.77283 -2.88782 1.20164  0.12
H: -1.47769 -2.13343 0.03316  0.13


#b
Molecular formula: C6H12N3O4
Method: DFT, wB97M-V/def2-TZVPD

Results
HOMO = -14.51 eV
Charge = +1

Last column: Löwdin charge in e.
Element x y z (Å)
C: -1.45277 0.01731 1.38493  -0.33
C: -1.21748 -0.77558 0.07430  -0.41
C: -2.35815 -1.30734 -0.84064  0.02
C: -0.46364 -2.04372 0.46800  0.01
C: 0.18979 1.84501 2.35543  -0.14
C: 2.69922 0.29521 -3.39239  -0.05
N: -0.35090 0.94032 1.33631  0.13
N: -0.23546 -0.06368 -0.65740  0.25
N: 0.20860 0.80562 0.09358  -0.12
O: -2.24194 -0.23434 2.18782  0.23
O: 1.29103 1.54199 -0.14034  0.14
O: 1.55093 1.66759 2.58378  0.02
O: 2.60778 0.48315 -2.20741  -0.02
H: -3.07019 -0.50322 -1.18688  0.12
H: -2.85828 -2.08632 -0.33980  0.08
H: -2.01304 -1.76672 -1.69902  0.06
H: 0.55888 -2.03607 0.79145  0.10
H: -0.63941 -2.80853 -0.25138  0.09
H: -0.97836 -2.37707 1.43825  0.14
H: -0.38598 1.60966 3.15050  0.12
H: -0.01218 2.83341 2.08149  0.13
H: 3.47473 -0.24326 -3.94210  0.10
H: 1.97932 0.74638 -4.10324  0.10
H: 2.10640 2.08923 1.89945  0.11
H: 1.61111 1.37098 -1.08469  0.12


So which one is most stable? That would be #b, about 14.6 kJ/mol below the next structure.


#a
Molecular formula: H4N2O2P
Method: DFT, wB97M-V/def2-TZVPD

Results
HOMO = -2.99 eV
SMILES string = NN=[P@H]([O-])O
Charge = -1

Last column: Löwdin charge in e.
Element x y z (Å)
N: 1.58234 0.38154 0.61603  -0.19
N: 0.53796 -0.59344 0.37714  -0.39
P: -0.84473 0.07943 -0.10914  0.29
O: -1.03721 1.54097 0.06986  -0.45
O: -2.17467 -0.69610 0.51781  -0.28
H: 2.02199 0.61362 -0.28206  0.02
H: 1.13832 1.25305 0.92581  0.01
H: -1.19419 -0.23755 -1.45553  -0.02
H: -2.07813 -1.57072 0.88966  0.02


#b
Molecular formula: H4N2O2P
Method: DFT, wB97M-V/def2-TZVPD

Results
HOMO = -4.49 eV
SMILES string = NP(N)(=O)[O-]
Charge = -1

Last column: Löwdin charge in e.
Element x y z (Å)
N: 0.78941 -0.02029 -1.03491  -0.13
P: -0.65030 -0.12584 -0.03440  0.23
N: 0.02751 -0.02577 1.54132  -0.13
O: -1.29297 -1.44781 -0.22525  -0.43
O: -1.39823 1.31443 -0.25678  -0.55
H: 0.83758 -0.88525 -1.55505  0.00
H: 0.58752 0.72818 -1.68243  0.00
H: 0.17666 0.96165 1.69573  0.00
H: 0.92281 -0.49930 1.55177  0.01


So which one is most stable? That would be #b, about 278.9 kJ/mol below the next structure.


#a
Molecular formula: C4H7OP
Method: DFT, wB97M-V/def2-TZVPD

Results
HOMO = -9.54 eV
SMILES string = C#CPCCO

Last column: Löwdin charge in e.
Element x y z (Å)
C: -0.16362 -2.56076 2.06482  -0.01
C: -0.64984 -1.67900 1.46306  -0.43
P: -1.27644 -0.12485 0.59629  0.86
C: 0.58415 0.39022 0.01602  -0.35
C: 0.57779 1.61542 -0.91632  -0.28
O: -0.51583 1.57071 -1.95994  -0.16
H: 0.37391 -3.44577 2.38071  0.03
H: -1.65568 -0.95778 -0.57544  -0.04
H: 1.15768 0.39461 0.94374  0.07
H: 0.81600 -0.51033 -0.49763  0.04
H: 1.51294 1.74055 -1.58115  0.13
H: 0.51113 2.56550 -0.34439  0.10
H: -1.27219 1.00147 -1.58977  0.03


#b
Molecular formula: C4H7OP
Method: DFT, wB97M-V/def2-TZVPD

Results
HOMO = -9.56 eV

Last column: Löwdin charge in e.
Element x y z (Å)
C: 0.48415 -1.29281 -0.04137  -0.16
C: -0.63535 -1.08546 0.65672  -0.20
C: 1.21727 -0.00054 -0.44293  -0.27
C: -1.15178 0.34012 0.58876  -0.21
O: -0.66874 0.78895 -2.12388  -0.38
P: -0.22796 1.00100 -0.75087  0.53
H: 0.88527 -2.29698 -0.00153  0.10
H: -1.32818 -1.88804 0.85526  0.10
H: 1.84055 0.48280 0.34195  0.09
H: 1.72638 -0.16862 -1.39578  0.09
H: -2.07170 0.72850 1.09607  0.08
H: 0.05285 1.04820 1.65534  0.20
H: -0.12277 2.34287 -0.43774  0.02


So which one is most stable? That would be #b, about 46.7 kJ/mol below the next structure.


#a
Molecular formula: C3H7N3S
Method: DFT, wB97M-V/def2-TZVPD

Results
HOMO = -8.15 eV
SMILES string = C=C/C(=N/N)NS

Last column: Löwdin charge in e.
Element x y z (Å)
C: -1.37312 -1.96683 0.08554  -0.02
C: -0.25127 -1.37985 -0.17186  -0.16
C: -0.01700 0.12036 -0.08407  -0.44
N: -1.05582 0.87492 0.12488  -0.01
N: -0.67304 2.20142 0.06247  -0.05
N: 1.29536 0.56474 -0.19674  -0.43
S: 2.77261 -0.20011 0.02626  0.76
H: -2.24080 -1.53659 0.53065  0.06
H: -1.36095 -3.06347 0.00070  0.07
H: 0.49273 -1.88109 -0.97251  0.14
H: -0.11241 2.36938 -0.82936  0.11
H: -1.57285 2.65776 0.02500  0.07
H: 1.45805 1.55856 0.04925  0.06
H: 2.63851 -0.31920 1.34980  -0.14


#b
Molecular formula: C3H7N3S
Method: DFT, wB97M-V/def2-TZVPD

Results
HOMO = -8.64 eV
SMILES string = C/C(=N/N)NC=S

Last column: Löwdin charge in e.
Element x y z (Å)
C: 1.78539 -0.10947 -0.69908  -0.08
C: 0.30730 -0.12098 -0.35186  -0.49
N: -0.44066 -1.08051 -0.84976  -0.01
N: -1.62286 -1.53712 -0.31166  -0.02
N: 0.05690 0.49282 0.82159  -0.05
C: -0.76903 1.62885 1.11245  -0.57
S: -2.29496 1.71867 0.35535  0.55
H: 2.12008 -1.00523 -1.37467  0.08
H: 2.32924 -0.65357 0.28241  0.13
H: 2.40633 0.78485 -1.26809  0.12
H: -2.01860 -1.99371 -1.12420  0.07
H: -2.39011 -0.83151 0.08706  0.07
H: 0.91713 0.41328 1.31491  0.10
H: -0.38616 2.29363 2.00556  0.10


#c
Molecular formula: C3H7N3S
Method: DFT, wB97M-V/def2-TZVPD

Results
HOMO = -8.62 eV
SMILES string = [H]/N=C(\NC)SN=C

Last column: Löwdin charge in e.
Element x y z (Å)
H: 2.96759 -1.56941 -0.34696  0.07
N: 1.94173 -1.57074 -0.03080  0.01
C: 1.12580 -0.53949 -0.06032  -0.85
N: 1.46414 0.75601 -0.48012  -0.12
C: 1.03768 1.98989 0.34518  -0.11
S: -0.55075 -0.77251 0.29331  0.92
N: -1.69139 0.48696 -0.26775  -0.33
C: -2.94049 0.04400 -0.16776  -0.19
H: 2.52090 0.69296 -0.79720  0.15
H: 2.07941 2.60946 0.43572  0.12
H: 0.67756 1.56689 1.30068  0.06
H: 0.26332 2.62719 -0.17474  0.07
H: -3.78104 0.86692 -0.32481  0.10
H: -3.25499 -1.10583 -0.03762  0.09


So which one is most stable? That would be #a, about 43.6 kJ/mol below the next structure.


#a
Molecular formula: C3H7N3S
Method: DFT, wB97M-V/def2-TZVPD

Results
HOMO = -8.96 eV
SMILES string = [H]/N=C1/SCCN1N

Last column: Löwdin charge in e.
Element x y z (Å)
H: -0.35787 -1.69011 -1.69097  0.03
N: 0.22201 -0.87955 -2.04711  0.05
C: 0.22620 -0.30318 -0.83830  -0.67
S: 0.62531 1.44616 -0.58879  0.86
C: 0.72048 0.97893 1.26931  -0.45
C: -0.35248 -0.01664 1.57130  -0.29
N: -0.35363 -0.85338 0.39946  -0.30
N: -1.43613 -1.73981 0.25805  -0.01
H: 1.86663 0.72402 1.50045  0.12
H: 0.52425 2.02187 1.78271  0.10
H: -1.27002 0.56188 1.57228  0.11
H: -0.02886 -0.48877 2.51395  0.13
H: -0.97387 -2.65761 0.61003  0.12
H: -2.35605 -1.25527 0.84553  0.18


#b
Molecular formula: C3H7N3S
Method: DFT, wB97M-V/def2-TZVPD

Results
HOMO = -8.54 eV
SMILES string = C=N/N=C\CSN

Last column: Löwdin charge in e.
Element x y z (Å)
C: 2.57134 -0.28682 -0.32333  -0.05
N: 1.58176 -0.23462 0.48664  -0.11
N: 0.97293 0.61183 1.13115  -0.01
C: -0.24665 1.04387 0.94792  -0.21
C: -0.89844 0.58609 -0.27096  -0.49
S: -2.65577 0.25213 0.03914  0.79
N: -2.51414 -1.44060 0.22664  -0.36
H: 3.22736 0.61260 -0.64604  0.08
H: 3.18388 -1.20825 -0.29677  0.06
H: -0.45442 1.73314 1.72021  0.09
H: -0.93879 1.40160 -1.04103  0.08
H: -0.41625 -0.33609 -0.60992  0.07
H: -2.83863 -1.70271 1.14986  0.01
H: -3.14207 -1.98637 -0.37572  0.03


So which one is most stable? That would be #a, about 37.2 kJ/mol below the next structure.